{"formula": "C25H57N7O8", "method": "ωB97M-V/def2-TZVPD", "symbols": ["C", "N", "C", "C", "O", "H", "H", "H", "H", "H", "H", "H", "C", "N", "C", "C", "O", "H", "H", "H", "H", "H", "H", "H", "C", "N", "C", "C", "O", "H", "H", "H", "H", "H", "H", "H", "C", "N", "C", "C", "O", "H", "H", "H", "H", "H", "H", "H", "C", "N", "C", "C", "O", "H", "H", "H", "H", "H", "H", "H", "C", "N", "C", "C", "O", "H", "H", "H", "H", "H", "H", "H", "C", "N", "C", "C", "O", "H", "H", "H", "H", "H", "H", "H", "C", "C", "C", "O", "C", "H", "H", "H", "H", "H", "H", "H", "H"], "xyz": [[1.88951, 1.39240, -2.81366], [2.57711, 0.23030, -3.28439], [2.99409, 0.26688, -4.67658], [3.03288, -0.69751, -2.43110], [2.88731, -0.65382, -1.22269], [2.52422, 2.28843, -2.77318], [1.65942, 1.24004, -1.75900], [0.99311, 1.67109, -3.36495], [2.21798, -0.07249, -5.37109], [3.25123, 1.29052, -4.93510], [3.81185, -0.44254, -4.81143], [3.60767, -1.50322, -2.91149], [3.04666, -1.38797, 4.09255], [3.76604, -0.16675, 3.76044], [3.38889, 0.54966, 2.55110], [4.71005, 0.25031, 4.63728], [5.34225, 1.28826, 4.53086], [2.08937, -1.44737, 3.57109], [2.88866, -1.55872, 5.15318], [3.61966, -2.23309, 3.68708], [3.92826, 1.49036, 2.56113], [3.65712, -0.07705, 1.69476], [2.30120, 0.60936, 2.55032], [4.92032, -0.49013, 5.42215], [1.27833, -3.46037, 1.09418], [2.41337, -4.15372, 1.58949], [2.15907, -5.36355, 2.31765], [3.68325, -3.78455, 1.27317], [4.67457, -4.38450, 1.61402], [1.58804, -2.64225, 0.44302], [0.58804, -3.07334, 1.85413], [0.61505, -4.07311, 0.46014], [1.54346, -5.17435, 3.20105], [1.65290, -6.09300, 1.67481], [3.05254, -5.86804, 2.67429], [3.70572, -2.85485, 0.67792], [0.30448, 7.10523, -3.38799], [0.71425, 5.76751, -3.77090], [0.17355, 4.67217, -2.99296], [1.22305, 5.55071, -5.00568], [1.56483, 4.46454, -5.43188], [0.99410, 7.83336, -3.81819], [0.41545, 7.22238, -2.31147], [-0.70234, 7.33983, -3.73982], [0.53206, 4.82213, -1.96565], [-0.91506, 4.70504, -2.92157], [0.60647, 3.73667, -3.31640], [1.36591, 6.47930, -5.58159], [-5.79257, -0.93179, -1.17563], [-5.21526, -0.80155, 0.13724], [-5.80672, 0.18523, 1.04499], [-4.07909, -1.41583, 0.47463], [-3.56788, -1.35682, 1.58154], [-5.27791, -1.66953, -1.78481], [-5.70873, 0.01480, -1.73025], [-6.86716, -1.11475, -1.11239], [-6.53025, -0.35976, 1.64739], [-5.02074, 0.67164, 1.61191], [-6.28370, 0.94888, 0.43279], [-3.70079, -2.09649, -0.30784], [-1.27348, 0.35892, 4.21765], [-1.04354, -0.38342, 5.45810], [-0.14140, 0.19473, 6.41993], [-1.51966, -1.63608, 5.61271], [-1.32809, -2.32781, 6.58589], [-1.18375, 1.42946, 4.37095], [-2.12684, -0.02313, 3.66726], [-0.38816, 0.12662, 3.59582], [-0.38058, -0.17618, 7.41467], [0.89850, -0.05717, 6.18028], [-0.21228, 1.28104, 6.46955], [-2.07127, -1.96690, 4.71478], [-0.62845, -2.88716, -3.82198], [-1.74804, -1.94930, -3.89964], [-3.04309, -2.56054, -3.83711], [-1.56965, -0.61758, -3.89321], [-2.41639, 0.24502, -3.91783], [0.32714, -2.36636, -3.76782], [-0.68762, -3.48833, -4.72872], [-0.68412, -3.48690, -2.91223], [-3.80887, -1.79913, -3.98735], [-3.15693, -3.33064, -4.59837], [-3.23064, -2.96516, -2.83700], [-0.50995, -0.32939, -3.74966], [-0.81856, 0.31138, 0.70204], [-1.50309, 0.75125, -0.59499], [-1.56845, 2.27016, -0.44877], [-0.69470, 2.62446, 0.59555], [0.11008, 1.48361, 0.93193], [-0.45158, -0.71234, 0.62317], [-1.55711, 0.25600, 1.50206], [-2.50606, 0.32294, -0.58719], [-0.92894, 0.32148, -1.41221], [-2.57414, 2.61387, -0.18526], [-1.45248, 2.68891, -1.46268], [0.38781, 1.60681, 1.97714], [0.99924, 1.49262, 0.29596]], "forces_ev_per_angstrom": [[0.02, 0.89, 1.43], [-0.17, 0.24, -1.08], [-0.19, -0.73, -0.08], [0.35, 0.14, 0.50], [-0.22, -0.30, 0.20], [0.20, -0.18, -0.46], [-0.36, -0.20, -0.14], [-0.03, -0.44, -0.23], [-0.22, 0.20, 0.20], [0.33, -0.06, -0.11], [0.25, 0.36, -0.06], [-0.05, -0.02, -0.15], [0.50, -0.83, -1.11], [-0.53, -0.29, 1.14], [0.26, -0.99, 0.50], [0.41, 0.69, -0.94], [-0.16, -0.26, 0.17], [-0.09, 0.37, 0.15], [0.06, 0.29, 0.11], [-0.14, -0.15, 0.25], [-0.26, 0.17, -0.23], [0.13, 0.31, -0.18], [0.01, 0.58, -0.09], [-0.19, 0.05, 0.21], [-1.14, 0.57, -0.94], [0.42, -0.26, 0.23], [-0.26, -0.84, 0.35], [-0.39, 0.19, -0.03], [0.35, -0.10, 0.04], [0.13, 0.19, 0.19], [0.43, 0.05, 0.29], [0.40, -0.30, 0.10], [-0.15, 0.08, -0.13], [-0.18, 0.12, 0.07], [0.33, 0.43, -0.19], [0.05, -0.02, -0.03], [0.48, 0.13, -0.25], [-0.51, 0.18, -0.36], [0.79, 0.59, 1.22], [0.47, -0.31, 0.20], [-0.21, 0.01, -0.14], [-0.07, -0.05, -0.15], [-0.34, -0.08, 0.06], [-0.12, 0.02, 0.31], [-0.13, -0.14, 0.01], [-0.04, -0.26, -0.45], [-0.38, -0.09, -0.39], [0.03, 0.03, 0.01], [-0.21, 0.95, -0.52], [0.08, 0.62, -0.32], [0.14, -0.53, -0.77], [-0.12, -0.86, 0.69], [0.32, 0.23, -0.16], [-0.10, -0.29, 0.23], [0.11, -0.06, 0.11], [0.09, -0.43, 0.03], [-0.08, 0.49, 0.42], [-0.04, -0.23, 0.36], [-0.23, -0.05, 0.07], [0.09, 0.16, -0.09], [2.02, -1.18, -0.21], [-0.75, 0.94, -0.20], [0.29, -0.10, 0.47], [0.15, 0.31, -0.32], [0.01, -0.40, 0.28], [-0.77, 0.09, 0.17], [-0.35, 0.37, 0.20], [-0.28, 0.20, -0.27], [0.10, -0.19, -0.06], [-0.02, 0.00, 0.10], [-0.21, 0.00, -0.30], [-0.20, -0.09, 0.15], [-0.29, 0.60, -0.11], [0.61, -0.53, 0.22], [-0.78, 0.52, 0.15], [0.69, 0.49, 0.68], [-0.67, 0.00, -0.19], [-0.08, 0.17, -0.24], [0.37, -0.38, 0.20], [-0.21, -0.22, -0.13], [0.12, 0.04, -0.20], [0.03, -0.12, 0.06], [0.14, -0.31, -0.09], [0.09, -0.26, -0.33], [-0.54, -0.10, -0.05], [-0.58, -0.90, 1.11], [-1.08, -0.56, -1.07], [0.50, 0.29, -0.20], [-0.08, 0.25, 0.22], [0.65, 0.23, -0.02], [0.01, 0.24, 0.03], [0.01, 0.00, -0.50], [-0.09, 0.57, -0.40], [-0.01, -0.22, 0.29], [0.96, 0.50, 0.43], [0.18, 0.07, -0.05], [0.12, -0.30, 0.10]], "mulliken_charge": [-0.510, 0.345, -0.975, -0.052, -0.589, 0.521, -0.329, 0.288, 0.253, 0.329, 0.386, 0.338, -1.050, 0.216, -0.561, 0.031, -0.599, 0.104, 0.456, 0.405, 0.331, 0.348, -0.073, 0.366, -0.697, 0.265, -1.086, 0.133, -0.604, -0.090, 0.294, 0.413, 0.326, 0.347, 0.347, 0.358, -1.005, 0.154, -0.660, 0.041, -0.561, 0.380, 0.306, 0.341, 0.429, 0.413, -0.100, 0.312, -0.738, 0.183, -1.010, -0.113, -0.613, 0.114, 0.340, 0.379, 0.314, 0.300, 0.383, 0.426, -0.574, 0.103, -0.834, 0.086, -0.603, 0.244, 0.289, 0.041, 0.336, 0.201, 0.313, 0.343, -0.789, 0.109, -0.968, 0.592, -0.620, 0.166, 0.324, 0.321, 0.305, 0.364, 0.277, -0.080, 0.415, 0.694, -0.608, -0.512, -0.218, 0.062, -0.211, -0.074, -0.370, 0.441, 0.051, 0.438, -0.057], "de_lowest_ev": 1.090, "e_lumo_ev": 0.2, "energy_ev": -53659.0503, "spin_multiplicity": 1}